172
Properties=species:S:1:pos:R:3:mulliken_charge:R:1 method="wB97M-V/def2-TZVPD" total_charge=+2 e_above_lowest_kj_mol=395.5 homo_ev=-11.06 orbital_gap_ev=6.670
K -0.01083 -0.47238 -1.00329 1.7135
S 2.96060 -2.86090 -1.47085 0.6061
S -2.87985 0.07312 -3.82513 0.6846
S 2.60316 -3.20614 0.82895 0.6501
S -1.03268 -0.79719 -4.68671 0.8185
S -1.35349 2.40524 1.60608 0.6149
S 6.41922 2.92888 -3.00650 1.0623
S 0.61877 2.72263 0.65626 0.4823
S 4.34655 1.70790 -2.77588 0.9939
F -3.57282 0.39217 -2.40619 -0.2660
F 1.34459 -2.55512 1.77175 -0.2577
F -2.42930 1.24186 1.89766 -0.2412
F 2.92831 2.34809 -2.68177 -0.1115
F 7.23132 4.08876 -2.27455 -0.3293
F 2.46646 -2.25266 -2.86103 -0.2288
F 1.82281 1.99418 -0.13422 -0.1346
F 0.63096 -0.62845 -4.43828 -0.2743
O 6.31105 3.44118 -4.33995 -0.6152
O -1.06682 2.70151 2.97662 -0.6221
O -3.14610 1.26757 -4.64660 -0.5690
O 4.28706 0.60467 -1.86550 -0.3109
O 3.73630 -2.40344 1.40129 -0.4827
O 4.39066 1.40275 -4.21807 -0.6090
O -1.09135 -0.20132 -5.98995 -0.5446
O 7.30340 1.85414 -2.87422 -0.6065
O 3.02246 -4.28991 -1.82716 -0.6413
O 1.38746 2.98908 1.86844 -0.5819
O -1.14019 -2.24914 -4.78339 -0.4810
O 4.22849 -2.19340 -1.27015 -0.4659
O -2.23440 3.34137 0.87596 -0.5794
O -3.70439 -1.11570 -4.13058 -0.6136
O 2.47724 -4.68271 1.12190 -0.5387
O 0.28443 3.77901 -0.24657 -0.5134
N -0.79926 -6.25275 -3.89211 0.4764
N 5.16924 3.07196 -2.06407 -0.3397
N -0.24815 1.53645 0.65888 0.1667
N -0.15230 1.77896 6.95168 0.3744
N -6.41995 -0.30350 1.53535 0.3136
N 1.86586 -2.48278 -0.60324 0.1506
N 5.68836 1.29298 2.06106 0.4217
N -1.50326 -0.08136 -3.16081 0.0261
N -1.46955 4.61207 -3.66846 0.6148
C -2.21991 -5.54534 -3.68954 -1.0037
C 1.16444 2.87751 -6.16478 -1.0298
C -4.99048 -0.89251 1.23971 -0.8183
C -0.95200 -7.71100 -4.25050 -1.1334
C 6.58781 -0.52755 0.38702 1.0402
C -4.75064 -1.65499 -0.19202 -0.1892
C -0.44749 3.56576 -4.17879 -0.8525
C 0.44679 4.01935 -5.46234 -0.3969
C -0.51084 -0.75440 3.94525 -1.1002
C -0.45385 1.15602 5.52482 -0.8015
C -0.21499 -0.35242 5.41667 -0.4888
C -0.68049 0.91123 8.13204 -0.5597
C -3.72537 5.32087 -4.03029 -0.8367
C -0.88944 5.75501 -2.88634 -0.9320
C 1.40979 1.66229 7.25881 -0.2564
C -2.40717 5.24918 -4.71600 -0.6522
C -8.12317 -0.02163 3.18227 -0.7983
C -6.68704 0.97663 0.68071 -0.9884
C 4.22465 0.74198 2.21323 -0.4290
C 6.83936 0.31304 1.65605 -1.2289
C -6.67429 -0.04466 3.10453 -0.3747
C -3.29634 -1.85789 -0.26922 -0.4969
C 1.59575 -6.08811 -5.12543 -0.0943
C 4.18386 0.04721 3.55104 -0.2813
C -2.37212 3.95677 -2.62278 0.5180
C -0.61706 3.22836 6.95731 -0.8919
C -8.59854 -1.10730 2.23270 -0.7346
C 5.93932 2.52363 1.12902 -0.8362
C -0.27495 -6.10461 -2.44522 -0.9751
C -3.75032 4.65078 -2.71257 -0.5541
C -7.48476 -1.35978 1.28099 -0.5458
C 0.15103 1.31917 9.30827 -0.6619
C 6.08222 1.70675 3.51472 -0.6125
C 7.67285 -1.62195 0.34962 -1.7743
C -2.18861 -4.71048 -2.43045 0.5272
C 0.12551 -5.57992 -4.91622 -0.7477
C 5.26259 0.80821 4.38875 -0.5675
C -0.86355 -4.83297 -1.73628 -0.0930
C 1.59340 1.43285 8.81814 -0.6605
C 2.39147 -5.07382 -5.91522 -1.5323
H -0.26460 5.42417 -2.05675 0.1277
H -0.38557 -3.85624 -1.81132 -0.1808
H -1.63529 6.50740 -2.62997 0.4010
H -3.09259 -2.54145 -1.09343 -0.2533
H -1.11884 -5.02104 -0.69342 0.4713
H 3.56680 1.60113 2.34430 0.1720
H 1.95353 3.27873 -6.80075 0.3943
H 0.33520 0.43899 9.92428 0.3612
H -5.30514 -2.59340 -0.19612 0.4180
H 3.31003 -5.44779 -6.36743 0.3954
H -1.10309 2.70106 -4.28166 0.2821
H -4.82242 -1.47851 2.14329 0.3570
H -1.83137 3.95914 -1.67638 0.1344
H -5.17629 -1.07353 -1.00983 0.3476
H -0.04869 3.79300 6.21822 0.3359
H 0.55884 2.27937 -6.84565 0.3058
H 4.74698 1.35343 5.17931 0.1770
H 1.90978 0.90283 6.65770 0.0012
H -0.21716 6.14905 -3.64849 0.5040
H 6.95643 2.91443 1.09992 0.3661
H 0.24662 3.32757 -3.37282 0.4279
H 5.58395 -0.94769 0.44901 -0.0724
H -9.54840 -0.94865 1.72212 0.3681
H -7.70661 1.33597 0.82022 0.4045
H 0.76310 -0.66330 5.78381 0.3963
H -5.97091 1.75459 0.94535 0.3167
H 4.45246 -0.97670 3.29111 0.3345
H 5.15749 3.25847 1.32099 0.4350
H 6.67379 0.03928 -0.54002 -0.1148
H -6.32005 -1.01260 3.45909 0.4098
H -0.61341 -0.14196 7.85928 0.3449
H 6.69163 -0.42627 2.44327 0.4613
H 1.52363 2.32915 -5.29392 0.1686
H 1.88633 2.59975 6.97212 0.3454
H -1.73749 1.16722 8.20490 0.3975
H 2.06287 2.25731 9.35475 0.3275
H 1.45243 -6.93074 -5.80186 0.4180
H 0.08763 -8.03114 -4.31972 0.4573
H -0.73878 -6.96459 -1.96211 0.3972
H -1.48362 1.44979 5.32142 0.4046
H -2.34423 4.46177 -5.46708 0.4526
H -8.65512 0.79167 2.68864 0.2606
H 3.14584 0.02584 3.88296 0.0678
H -2.32078 -3.72856 -2.88482 -0.5859
H -4.48009 3.84324 -2.65412 0.3288
H -4.28483 -0.06176 1.23623 0.1405
H 0.33252 -0.67898 3.25885 0.1395
H 5.79107 2.11654 0.12882 0.1367
H -6.66910 0.58401 -0.33597 0.4179
H 1.84148 -4.65720 -6.75905 0.4019
H -2.67063 -0.97580 -0.40522 -0.2598
H -4.02846 6.35307 -3.85479 0.3252
H -0.33024 2.17262 9.78586 0.3833
H 2.18302 0.52830 8.96731 0.4273
H -0.67930 -1.82604 4.05153 0.4832
H -0.92971 -1.06532 5.82784 0.3697
H 2.63058 -4.13651 -5.41285 0.2912
H -2.98535 -6.31882 -3.62678 0.2590
H 2.08604 -6.23688 -4.16336 0.2001
H 0.14645 -4.56549 -4.51798 0.2225
H -8.82679 -2.03473 2.75794 0.3471
H 0.73666 -6.38270 -2.14957 0.5203
H 3.74320 0.18530 1.40923 0.5191
H 8.65194 -1.19218 0.13801 0.4087
H -0.41965 3.47532 8.00045 0.4357
H -0.52505 -5.49869 -5.78700 0.5883
H 7.15184 1.60133 3.69610 0.3222
H -1.54934 -8.30924 -3.56247 0.4174
H 7.79431 -2.25970 1.22519 0.3989
H -2.39836 2.88932 -2.84182 -0.5742
H -2.30018 -4.86924 -4.54074 0.3828
H -1.66703 3.31647 6.67823 0.2967
H -6.12642 0.75997 3.59494 0.3969
H -0.24323 4.46582 -6.17831 0.2817
H 0.11866 1.69254 4.76820 0.5824
H 1.17831 4.69295 -5.01597 0.4194
H -3.20312 -2.58306 0.53920 0.7174
H -3.78292 5.33064 -1.86120 0.3972
H -7.03715 -2.35344 1.26171 0.4020
H -4.44126 4.79050 -4.65823 0.3836
H 7.50030 -2.35161 -0.44153 0.4323
H -1.42894 -0.33684 3.53192 0.0588
H 5.90948 0.10779 4.91699 0.3904
H -7.81425 -1.25444 0.24733 0.3381
H 7.82030 0.68263 1.95482 0.4463
H -2.05107 6.18117 -5.15498 0.3648
H -1.45305 -7.93358 -5.19257 0.3586
H -8.51336 -0.01813 4.20003 0.4495
H 5.86275 2.74415 3.76718 0.3692
H -3.03239 -4.85872 -1.75653 0.5734